1.
Computed, not measured: a 2-piece molecular cluster, C28H46N2O5 overall at a distorted geometry, with ωB97M-V/def2-TZVPD.

Its net charge is +1. As for the expectation value of S²: 0.75. The calculation puts the largest force on an atom at 2.4 eV/A. As for the multiplicity: 2. As for the LUMO energy (spin up / spin down): -2.41 / -2.41 eV. The value obtained for the electronic energy is -1579.9428 a.u.

Each line ends with the Mulliken charge.
CARTESIAN COORDINATES (ANGSTROEM)
O1 1.2964 -2.0532 1.8981  -0.60
O2 3.2033 -0.9114 1.6704  -0.36
O3 7.4308 1.2743 0.3981  -0.68
O4 2.5634 -0.4032 -3.7477  -0.61
O5 3.5613 -2.3947 -3.5113  -0.43
N1 -6.0087 0.4660 -0.1948  0.54
N2 6.4164 0.7508 -0.1817  0.76
C1 1.8360 -0.9986 1.6263  -0.09
C2 5.3301 -1.3884 0.6768  -2.96
C3 6.4053 -0.7465 -0.2158  1.63
C4 -8.3671 0.4306 -1.3125  -0.61
C5 6.3709 -1.1848 -1.6989  -1.65
C6 2.2498 -1.4695 -1.6453  -0.04
C7 5.1046 1.6541 1.7686  -1.60
C8 0.5726 2.5251 1.6630  -0.69
C9 1.2964 1.3970 1.9428  0.01
C10 3.9349 0.4901 -0.2236  -2.16
C11 -5.9651 0.1880 2.3161  -0.85
C12 -4.5280 -1.2792 0.8816  -0.40
C13 -0.4586 2.5141 0.7516  -0.84
C14 3.8581 -0.9401 0.3624  2.52
C15 -0.0502 0.1828 0.4258  -0.52
C16 -5.3519 -0.8931 -0.3340  -0.66
C17 -6.8790 0.7221 -1.4296  -0.43
C18 5.1378 1.3288 0.2596  1.19
C19 5.0054 2.7080 -0.4686  -1.61
C20 -4.9468 1.5276 -0.2106  -1.36
C21 -8.7617 -1.0453 -1.2743  -1.18
C22 -5.3443 -1.1941 2.1631  -0.69
C23 2.7955 -1.3825 -3.0608  0.07
C24 -0.7691 1.3150 0.1530  -0.75
C25 -6.7897 0.5645 1.0948  -0.87
C26 7.7680 -1.2450 0.3276  -1.80
C27 0.9904 0.2041 1.3152  0.69
C28 3.2743 -1.9990 -0.5954  -1.84
H1 3.0518 1.0977 -0.0146  0.68
H2 -6.7690 1.7800 -1.6642  0.37
H3 1.4364 -2.2062 -1.7052  0.55
H4 -6.6171 0.1984 3.1903  0.40
H5 -6.1510 -1.6164 -0.4937  0.38
H6 5.3647 2.6431 -1.4972  0.42
H7 4.1120 1.9741 2.0842  0.23
H8 8.6003 -0.9026 -0.2846  0.39
H9 5.4332 0.7829 2.3435  0.25
H10 -0.2936 -0.7506 -0.0740  0.60
H11 7.8864 -1.0446 1.3920  0.40
H12 3.9991 0.4516 -1.3200  0.43
H13 -7.1694 1.5828 1.1671  0.45
H14 1.8211 -0.4961 -1.4217  0.16
H15 5.3778 -2.4689 0.5019  0.68
H16 5.8536 2.4228 1.9640  0.56
H17 2.1056 1.4773 2.6597  0.67
H18 2.8111 -2.8361 -0.0669  0.55
H19 -1.0025 3.4214 0.5175  0.46
H20 -4.2576 1.3739 0.6122  0.58
H21 -8.8377 0.8698 -2.1950  0.42
H22 -1.5743 1.2795 -0.5768  0.65
H23 4.0941 -2.4469 -1.1587  1.01
H24 3.6792 -2.2343 -4.4595  0.39
H25 -9.8443 -1.1364 -1.1972  0.37
H26 -4.1565 -2.2960 0.7478  0.44
H27 5.3912 -1.1130 -2.1694  0.31
H28 -8.8045 0.9616 -0.4662  0.32
H29 -6.4330 0.1614 -2.2510  0.35
H30 -4.4179 1.4625 -1.1588  0.43
H31 -6.1352 -1.9512 2.1422  0.30
H32 -4.7150 -1.4188 3.0235  0.40
H33 -4.7303 -0.8590 -1.2279  0.43
H34 0.8261 3.4600 2.1528  0.43
H35 5.5063 3.4835 0.1110  0.40
H36 5.5340 -1.2517 1.7410  0.53
H37 -3.6391 -0.6474 0.9629  0.07
H38 3.9419 2.9784 -0.4987  0.34
H39 -5.1895 0.9331 2.5095  0.34
H40 -7.6282 -0.1248 1.0242  0.44
H41 -8.4505 -1.5534 -2.1886  0.35
H42 7.0643 -0.5348 -2.2415  0.48
H43 7.7340 -2.3383 0.2156  0.47
H44 -5.4300 2.4960 -0.1085  0.36
H45 -8.3311 -1.5795 -0.4259  0.31
H46 6.7716 -2.1991 -1.7870  0.35

---

2.
Computed, not measured: a 3-piece molecular cluster, C28H46NO overall at a distorted geometry, with ωB97M-V/def2-TZVPD.

Its net charge is -1. The calculation puts the largest force on an atom at 6.1 eV/A. As for the LUMO energy: 2.58 eV. The value obtained for the electronic energy is -1223.8509 a.u.

Each line ends with the Mulliken charge.
CARTESIAN COORDINATES (ANGSTROEM)
O1 4.6160 0.6584 -1.7278  -0.18
N1 3.3788 -2.1107 0.4556  -0.41
C1 3.3843 0.0747 -1.1742  -0.70
C2 -1.3040 -1.7871 -0.2076  -0.36
C3 3.8629 -2.5557 -2.1646  -0.23
C4 -1.5009 5.7611 -2.0369  -0.39
C5 3.5017 -3.5904 0.5841  -0.13
C6 3.5538 -1.5584 -0.9176  0.26
C7 6.5003 0.4118 0.0837  -0.77
C8 0.9281 6.6509 -2.0723  -0.70
C9 3.8423 -4.7445 -0.5131  -0.31
C10 0.6532 -0.0998 -1.5921  0.28
C11 2.1270 0.1736 -2.2719  -0.30
C12 0.1479 -1.5181 -0.9262  -0.09
C13 -1.3929 5.0607 -0.6913  -0.99
C14 -1.9479 0.8805 -0.8678  -0.58
C15 -0.1652 5.8433 -2.7819  -0.55
C16 -2.3050 -4.9268 4.6782  -0.53
C17 -0.4474 1.1502 -1.5544  -0.34
C18 0.5625 8.1025 -1.7510  -0.37
C19 -3.9719 -5.7029 2.1404  -0.47
C20 -3.8391 -0.8549 0.5485  -0.50
C21 -3.2424 -5.3006 5.8151  -1.21
C22 -2.9542 -5.5550 1.0199  -1.07
C23 5.3191 1.3374 -0.5959  -0.23
C24 0.2864 8.9381 -2.9906  -1.18
C25 -2.9184 -3.9248 3.6964  -0.38
C26 -2.4046 -0.5347 -0.1772  0.31
C27 4.0557 -4.2031 -2.0822  -0.41
C28 -4.1647 -4.4184 2.9521  -0.52
H1 2.1101 1.2923 -2.6815  0.14
H2 -2.7438 -5.9920 6.5019  0.38
H3 -2.3784 5.0022 -0.2178  0.36
H4 1.3955 8.5568 -1.2018  0.36
H5 1.2101 6.1444 -1.1418  0.32
H6 -1.9578 -5.3222 1.4056  0.26
H7 -4.5447 0.0676 0.6909  0.29
H8 2.2931 -0.5051 -3.2165  0.26
H9 3.9816 -2.0526 -3.2358  0.20
H10 0.0623 9.9710 -2.7057  0.38
H11 4.5419 1.5836 0.2463  0.29
H12 -2.1524 -3.6294 2.9699  0.14
H13 0.2111 4.8269 -2.9516  0.21
H14 5.8135 2.3548 -0.9526  0.27
H15 -3.5762 -1.3117 1.6192  0.01
H16 3.9259 -5.9038 -0.2504  0.26
H17 1.8266 6.6420 -2.7021  0.37
H18 6.6741 0.7056 1.2272  0.23
H19 -2.6873 1.7918 -0.9050  0.21
H20 -3.2517 -4.7628 0.3260  0.21
H21 -2.8792 -6.4897 0.4546  0.41
H22 -0.1242 2.1608 -2.0504  0.05
H23 -2.2132 5.2081 -2.6620  0.33
H24 1.1587 8.9522 -3.6529  0.29
H25 -1.9851 -5.8323 4.1517  0.26
H26 -0.7298 5.5975 -0.0072  0.31
H27 3.3188 -4.0099 1.6893  0.25
H28 -4.9804 -4.5741 3.6691  0.33
H29 -4.1475 -5.7924 5.4493  0.28
H30 -1.0147 4.0410 -0.8126  0.09
H31 -3.5371 -4.4127 6.3847  0.28
H32 -4.9371 -5.9833 1.7004  0.36
H33 4.2712 -4.9028 -2.9943  0.28
H34 -4.3555 -1.7576 -0.0373  0.20
H35 -1.5824 -2.8231 0.2642  0.18
H36 -3.1825 -3.0098 4.2415  0.42
H37 -1.3976 -4.4835 5.1049  0.39
H38 -1.9255 6.7600 -1.8988  0.28
H39 7.5474 0.6021 -0.4538  0.23
H40 -0.3432 6.2666 -3.7783  0.33
H41 -0.3031 8.1404 -1.0811  0.25
H42 -0.5691 8.5570 -3.5543  0.28
H43 0.9024 -2.4425 -0.9628  0.09
H44 -3.6813 -6.5304 2.7945  0.26
H45 -4.5049 -3.6204 2.2806  0.21
H46 6.2801 -0.7377 0.0589  0.22